Below is a structure of composition CH3NO2P at a distorted geometry, with properties calculated with the ωB97M-V functional and the def2-TZVPD basis.

Calculated values
Maximum force (eV Å⁻¹): 2.9
Spin multiplicity: 1
Energy above the lowest of the compared OMol25 structures with the same formula, charge and spin (kcal per mole): 17.8
E_HOMO (eV): -3.70
Charge: -1
M (g mol⁻¹): 92.014

Each line ends with the Mulliken charge.
CARTESIAN COORDINATES (ANGSTROEM)
H1 -2.223682 -0.328921 0.222115  0.16
N1 -1.228436 -0.254083 0.026984  -0.69
H2 2.125759 0.242253 -1.125895  -0.06
O1 -0.738882 0.908382 1.922890  -0.72
P1 0.706294 0.019435 -1.234103  -0.04
O2 0.778637 0.563511 0.299358  -0.32
H3 1.038875 -1.515463 -0.975582  -0.01
C1 -0.458565 0.364885 0.864232  0.68

Cartesian forces, eV/Å:
H 0.571 0.221 0.416
N -0.376 -1.468 -1.619
H 0.472 -0.043 -1.001
O 0.485 0.309 1.500
P 1.390 -2.519 -0.320
O -0.078 0.231 1.286
H -0.648 1.916 -0.591
C -1.818 1.352 0.329

=====

Below is a structure of composition C23H64AlN5O7 at a distorted geometry, with properties calculated with the ωB97M-V functional and the def2-TZVPD basis.

Calculated values
Maximum force (eV Å⁻¹): 2.1
Spin multiplicity: 1
E_HOMO (eV): -13.58
Charge: +2
M (g mol⁻¹): 549.775

Each line ends with the Mulliken charge.
CARTESIAN COORDINATES (ANGSTROEM)
H1 16.378891 -22.292496 1.535376  0.32
H2 15.594974 -23.984274 4.495196  0.30
H3 10.204381 -23.929202 5.095031  0.34
C1 16.418303 -16.894709 4.907417  -1.63
H4 10.202314 -17.045600 -1.898706  0.28
H5 7.944660 -20.799746 0.853776  0.47
H6 12.441533 -22.206500 4.874257  -0.10
H7 16.510024 -22.559914 5.182080  0.53
C2 7.823779 -17.330634 -2.694088  -1.51
H8 13.251909 -19.904622 7.228489  0.08
H9 10.594110 -18.615701 6.065248  0.61
H10 5.664596 -18.709878 3.828872  0.40
H11 13.423255 -23.664260 2.076663  0.25
H12 15.205662 -24.955313 2.642466  0.24
H13 13.552395 -22.837346 0.454864  0.21
N1 11.816065 -25.617351 1.358226  -0.60
H14 9.708474 -20.896982 0.574063  -0.06
C3 14.258341 -23.002841 6.798285  -1.72
O1 8.908361 -18.993552 0.508283  0.21
H15 13.511150 -22.421931 7.347218  0.31
Al1 10.391453 -16.524467 1.816158  1.01
C4 7.424289 -17.429726 3.903981  0.08
N2 13.194177 -22.840564 4.597826  -0.29
O2 9.471832 -22.332350 3.922275  -0.47
H16 11.283801 -25.396299 2.199416  0.25
H17 13.516354 -18.746048 5.368201  -0.58
C5 15.102350 -25.413765 1.656775  -0.82
H18 5.866008 -17.845050 5.336787  0.42
H19 11.383678 -20.860925 2.503143  -0.82
H20 10.061910 -23.950807 0.729583  0.39
C6 8.378847 -17.472717 -1.259866  0.35
H21 13.884154 -24.013644 6.976086  0.37
O3 11.965675 -18.925454 2.271161  -0.37
H22 10.667093 -19.832012 4.769865  0.41
H23 8.269496 -19.452128 4.254848  0.19
H24 6.764403 -17.573183 -2.699996  0.41
H25 14.380652 -21.351284 5.452924  -0.79
H26 10.608952 -22.315398 5.691439  -0.03
H27 9.492031 -15.829477 -1.230551  0.37
H28 14.575910 -26.368038 1.658952  0.38
C7 12.168242 -20.237585 2.070136  1.04
H29 7.952740 -16.276685 -2.941053  0.43
H30 13.957124 -18.348488 3.149474  0.02
H31 7.183544 -18.262928 2.025312  0.14
O4 9.708801 -17.968026 4.312889  -0.23
H32 6.965941 -16.705367 2.048117  0.34
H33 16.136868 -25.652293 1.398888  0.32
C8 10.659961 -18.757485 4.979658  -0.87
H34 12.639473 -26.037623 1.784267  0.25
H35 15.998771 -18.841041 4.456933  -0.09
C9 15.636926 -22.902538 4.621858  -0.87
H36 8.403211 -17.971606 -3.358860  0.37
C10 8.371515 -18.405491 4.569283  -0.67
H37 14.588400 -20.212681 8.362398  0.30
O5 14.660524 -24.477621 0.687870  -0.39
C11 15.372299 -17.941786 4.578165  0.78
H38 10.978161 -22.696078 -0.052390  0.48
C12 8.458803 -18.940622 -0.837000  -0.96
H39 12.300724 -20.478069 0.991520  0.46
H40 17.072210 -16.578732 4.095594  0.40
H41 7.465523 -19.382602 -0.951408  0.43
H42 7.638029 -16.962486 -0.634424  0.07
H43 10.258963 -22.066640 3.435211  -0.27
C13 12.145205 -24.449752 0.556350  0.53
C14 14.170774 -19.488201 7.673262  -0.64
C15 14.394870 -18.181166 5.730441  0.35
H44 11.635343 -18.346495 4.705894  0.08
H45 13.799256 -18.613967 8.225923  0.36
H46 17.052739 -17.077768 5.776213  0.35
H47 17.595616 -21.802522 2.815862  0.30
N3 14.729351 -17.677698 3.269222  -0.55
N4 9.679404 -16.819136 -1.046066  -0.51
H48 11.111603 -22.883370 1.672798  -0.07
H49 8.614469 -23.708298 6.760007  0.41
H50 17.106648 -23.492362 2.512253  0.38
C16 16.763863 -22.453257 2.544080  -1.03
H51 15.196537 -22.965734 7.356931  0.40
O6 15.017547 -19.005627 6.662194  -0.39
C17 13.487186 -23.795160 0.987372  -0.11
H52 13.156991 -20.553858 2.458485  -0.07
C18 8.547300 -22.911932 6.019672  -1.32
C19 9.842116 -22.899283 5.169889  0.22
C20 14.403769 -22.444093 5.394785  2.08
H53 9.201758 -19.477125 -1.438784  0.37
H54 7.747229 -23.202942 5.338941  0.32
H55 13.424457 -22.423857 3.686787  -0.29
C21 8.901498 -20.299485 1.024985  -0.48
H56 13.936741 -17.260396 6.112891  0.55
H57 12.339715 -24.688053 -0.493207  0.36
N5 7.565212 -17.423692 2.451289  -0.27
H58 8.324397 -21.941236 6.453176  0.28
H59 15.437701 -18.115964 2.675647  0.42
H60 5.277615 -16.981246 3.888304  0.41
O7 15.666306 -22.169300 3.398503  -0.03
H61 9.131545 -20.409606 2.088194  0.01
C22 11.028774 -23.447306 0.740076  -0.86
H62 7.612675 -16.444503 4.335081  0.25
H63 15.912669 -15.981069 5.252576  0.35
H64 8.218817 -18.443314 5.652921  0.51
C23 5.958969 -17.746404 4.252187  -1.54

Cartesian forces, eV/Å:
H 0.397 0.436 -0.041
H 0.249 -0.079 -0.175
H 0.094 0.130 -0.385
C -0.159 1.900 0.817
H 0.561 -0.218 0.511
H 0.010 -0.033 -0.086
H -0.072 -0.424 0.427
H 0.187 -0.584 0.262
C 0.805 0.104 0.980
H 0.136 -0.320 -0.092
H -0.231 -0.146 0.008
H -0.016 0.021 -0.075
H -0.011 0.283 -0.107
H -0.680 -0.075 0.102
H -0.116 0.039 0.040
N 0.920 0.163 0.681
H -0.278 -0.043 -0.419
C 0.052 0.040 1.027
O -0.089 0.163 0.666
H 0.228 0.297 -0.015
Al -0.917 -1.525 -0.274
C -1.446 -0.413 0.398
N 0.357 1.116 -0.661
O 0.328 0.373 -0.445
H -0.461 0.297 -0.450
H 0.056 -0.041 -0.374
C 1.412 0.209 -0.066
H -0.236 0.165 -0.051
H 0.086 -0.078 0.010
H 0.012 -0.030 0.094
C -0.929 -0.567 0.208
H 0.179 -0.235 -1.012
O 0.736 -0.315 0.120
H -0.482 0.018 -0.300
H -0.196 0.086 -0.421
H 0.015 -0.122 -0.229
H 0.610 0.034 0.139
H -0.010 0.068 -0.166
H 0.157 0.011 0.299
H -0.341 0.121 0.043
C -1.152 0.714 0.091
H -0.151 -0.090 -0.460
H -0.471 0.624 0.103
H 0.481 -0.341 0.206
O -0.296 -0.314 -0.549
H 0.166 0.240 0.249
H -0.127 -0.089 -0.284
C 1.081 0.700 0.647
H 0.031 -0.438 -0.692
H -0.489 -0.441 0.210
C -0.070 1.393 0.642
H -0.210 0.120 -0.306
C 0.456 -0.094 0.091
H 0.633 0.068 -0.329
O -0.509 -0.366 -0.155
C 0.706 -0.183 0.389
H 0.210 -0.141 -0.115
C 0.442 0.690 0.040
H 0.205 -0.057 -0.259
H -0.137 -0.371 -0.238
H 0.072 -0.242 0.045
H 0.212 -0.149 0.337
H -0.011 -0.279 0.123
C -0.258 -0.187 0.397
C -1.598 1.290 -0.102
C -0.818 -0.703 -0.862
H -0.105 -0.138 -0.099
H 0.123 -0.210 0.392
H -0.072 -0.866 -0.173
H 0.127 -0.034 -0.289
N 0.657 -1.430 0.564
N -0.251 0.731 -0.733
H 0.114 -0.315 0.171
H -0.017 0.311 0.294
H -0.156 -0.035 0.606
C -0.250 0.042 -0.406
H 0.001 0.303 -0.027
O 1.188 -0.330 0.394
C 0.560 0.222 0.859
H 0.376 0.064 0.077
C 0.702 -0.549 -0.809
C -1.088 -0.125 1.320
C -1.054 -0.686 -0.256
H -0.233 -0.051 -0.345
H -0.146 0.100 0.068
H -0.060 -0.517 -0.185
C 0.452 -1.080 -0.183
H 0.513 0.199 0.388
H -0.440 -0.373 -0.003
N 0.715 1.073 -0.451
H -0.007 -0.034 0.132
H -0.151 0.870 -0.689
H 0.047 0.073 0.030
O -0.687 -0.842 -0.075
H -0.304 0.975 0.142
C -0.339 0.533 -0.687
H 0.371 0.118 -0.396
H -0.168 0.037 -0.415
H -0.159 0.342 0.020
C 0.426 -0.552 0.560

=====

Below is a cluster of 2 separate species, C2H3BrN2O3 in total at a distorted geometry, with properties calculated with the ωB97M-V functional and the def2-TZVPD basis.

Calculated values
Maximum force (eV Å⁻¹): 2.3
Spin multiplicity: 1
SMILES: O=[N+]([O-])Br.CC#[N+][O-]
Energy above the lowest of the compared OMol25 structures with the same formula, charge and spin (kcal per mole): 71.4
E_HOMO (eV): -9.81
M (g mol⁻¹): 182.961

Each line ends with the Mulliken charge.
CARTESIAN COORDINATES (ANGSTROEM)
H1 -2.719426 0.133083 0.786716  0.28
H2 -2.873867 0.661306 -0.904186  0.29
N1 2.400389 -0.435376 0.723745  0.87
O1 1.429644 -0.497139 1.363422  -0.40
H3 -1.757189 1.505532 0.190288  0.24
O2 0.913648 -1.258566 -1.228572  -0.69
Br1 2.718239 1.598341 0.020410  -0.11
C1 -2.178375 0.529045 -0.071694  -0.91
N2 -0.104548 -0.741415 -0.873791  0.50
C2 -1.107017 -0.360510 -0.442272  0.35
O3 3.278499 -1.134303 0.435929  -0.40

Cartesian forces, eV/Å:
H -0.059 0.083 -0.038
H 0.036 -0.038 0.119
N 0.508 2.174 -0.430
O -0.666 -0.409 0.646
H -0.121 -0.135 0.003
O 1.008 -0.431 -0.634
Br -0.173 -0.921 0.232
C -0.545 0.484 0.229
N -1.504 0.118 0.642
C 0.971 -0.114 -0.608
O 0.545 -0.812 -0.161

=====

Below is an isolated molecule of C6H7N at a distorted geometry, with properties calculated with the ωB97M-V functional and the def2-TZVPD basis.

Calculated values
Maximum force (eV Å⁻¹): 1.1
Spin multiplicity: 1
SMILES: C#C[C@@H](C)CC#N
Energy above the lowest of the compared OMol25 structures with the same formula, charge and spin (kcal per mole): 52.3
E_HOMO (eV): -10.47
M (g mol⁻¹): 93.129

Each line ends with the Mulliken charge.
CARTESIAN COORDINATES (ANGSTROEM)
H1 -0.287437 1.967130 -0.664881  0.34
H2 3.612357 -1.279211 -0.273402  0.42
C1 2.666067 -0.814057 -0.115088  0.02
H3 -0.300550 -1.745963 -0.803215  0.35
H4 0.508620 2.140456 0.914275  0.37
H5 0.060649 -0.316450 1.340781  0.22
C2 -0.716292 -0.748426 -0.631689  -0.63
C3 -2.065088 -0.888683 -0.076818  0.25
H6 -0.777851 -0.252816 -1.608202  0.34
N1 -3.107128 -1.001434 0.412070  -0.42
C4 -0.201873 1.540566 0.340572  -1.33
H7 -1.182714 1.621856 0.822576  0.37
C5 0.197854 0.061195 0.321680  0.66
C6 1.593387 -0.284160 0.021339  -0.96

Cartesian forces, eV/Å:
H 0.135 -0.134 0.111
H -0.059 0.139 0.035
C -0.344 0.333 -0.142
H -0.102 0.121 0.091
H -0.067 -0.112 -0.071
H -0.190 -0.056 -0.084
C -0.009 -0.056 -0.038
C -0.894 -0.094 0.431
H 0.026 -0.058 0.180
N 0.966 0.135 -0.495
C 0.024 0.061 0.018
H 0.151 0.037 -0.114
C -0.043 -0.054 0.105
C 0.404 -0.261 -0.027

=====

Below is an isolated molecule of C10H14BrPS at a distorted geometry, with properties calculated with the ωB97M-V functional and the def2-TZVPD basis.

Calculated values
Maximum force (eV Å⁻¹): 3.9
Spin multiplicity: 1
SMILES: CC(C)(C)[P@](=S)(Br)c1ccccc1
Energy above the lowest of the compared OMol25 structures with the same formula, charge and spin (kcal per mole): 0.0
E_HOMO (eV): -8.69
M (g mol⁻¹): 277.167

Each line ends with the Mulliken charge.
CARTESIAN COORDINATES (ANGSTROEM)
C1 -3.046395 2.702547 0.681075  -0.26
H1 -3.347663 -0.708361 1.301031  0.26
H2 1.249294 -1.530195 -2.142136  0.42
P1 -0.875050 -1.484400 0.510609  0.63
H3 2.785745 -0.818480 1.251482  0.52
H4 0.097258 1.555829 0.200870  0.01
C2 -0.998854 1.493949 0.431409  0.03
H5 2.422074 -0.669427 -1.351019  0.46
C3 -3.666093 1.518694 0.998185  -0.51
H6 -1.107441 3.712410 0.067625  0.18
C4 1.323524 -0.862644 -1.305184  -1.58
H7 0.888733 -3.377141 -0.727706  0.49
H8 1.679361 0.488439 0.925886  0.30
H9 -3.655954 3.660800 0.773978  0.29
H10 1.418610 -0.783051 2.132048  0.43
C5 1.097719 -1.435202 0.073370  1.32
C6 1.468131 -2.971678 0.066672  -1.57
H11 2.517266 -3.098985 -0.427447  0.40
Br1 -1.821104 -2.062956 -1.399643  -0.23
C7 1.775953 -0.610215 1.143514  -1.69
S1 -1.390136 -2.509509 2.090266  -0.34
H12 1.502231 -3.497712 1.113851  0.29
H13 0.884938 0.139175 -1.492105  0.28
H14 -4.770022 1.669853 1.223887  0.25
C8 -1.648396 0.296551 0.704098  0.68
C9 -1.718441 2.689767 0.362359  -0.53
C10 -2.947271 0.316470 1.115688  -0.52

Cartesian forces, eV/Å:
C -1.181 1.641 0.186
H -0.377 1.265 0.211
H -0.972 -0.413 -0.279
P 0.713 1.850 1.137
H 2.205 -0.543 -0.421
H -1.292 -0.284 0.137
C 1.336 0.626 -1.075
H -0.408 0.102 0.230
C -1.941 -0.324 1.244
H -1.762 -2.778 0.892
C 1.888 1.314 -0.033
H -1.087 -1.094 0.014
H 0.101 -1.031 0.257
H 1.018 -1.366 -0.509
H -0.834 -0.179 0.759
C -1.740 -1.539 0.436
C 2.616 0.838 0.816
H -1.327 0.538 1.201
Br 0.023 -0.158 -0.138
C -1.551 1.683 -0.438
S 0.361 0.016 -0.734
H -0.547 0.985 -2.252
H -0.151 -0.801 0.053
H 1.487 -0.980 -0.110
C 2.123 -0.976 -0.184
C 2.964 2.444 -0.485
C -1.667 -0.837 -0.916

=====

Below is a cluster of 2 separate species, C5H9NO in total at a distorted geometry, with properties calculated with the ωB97M-V functional and the def2-TZVPD basis.

Calculated values
Maximum force (eV Å⁻¹): 4.7
Spin multiplicity: 1
SMILES: Cc1ccc[nH]1.O
Energy above the lowest of the compared OMol25 structures with the same formula, charge and spin (kcal per mole): 43.8
E_HOMO (eV): -8.09
M (g mol⁻¹): 99.133

Each line ends with the Mulliken charge.
CARTESIAN COORDINATES (ANGSTROEM)
C1 0.529162 2.175056 0.042021  -0.41
C2 -0.557897 0.161739 0.049637  0.40
H1 -2.236187 -1.035809 0.078381  0.46
H2 -1.497236 -1.191009 1.478279  0.34
H3 0.195079 0.981359 1.990861  0.31
N1 -0.733441 0.827951 -1.218025  -0.08
H4 1.358505 2.916806 0.265633  0.30
H5 1.785624 -3.282531 0.364408  0.31
H6 -1.247088 0.463628 -1.972793  0.15
H7 2.283585 -1.980754 -0.007675  0.32
H8 -0.948428 -2.079891 0.046143  0.22
H9 -0.042508 2.608240 -1.997284  0.50
C3 0.144785 1.069106 0.866833  -0.36
O1 2.378883 -2.622242 0.752794  -0.64
C4 -0.112626 2.063400 -1.171047  -0.54
C5 -1.300211 -1.075050 0.431835  -1.27

Cartesian forces, eV/Å:
C 0.750 1.052 0.299
C 0.080 2.280 -0.210
H -3.713 0.369 -1.717
H 0.648 0.170 0.813
H 0.462 -0.068 -1.640
N 0.973 -0.350 3.174
H -1.671 -0.765 -0.130
H 0.153 -0.434 0.662
H -0.543 -0.342 -0.787
H 0.584 -0.333 1.469
H 0.294 1.193 0.382
H 0.311 2.283 -3.236
C -0.639 -1.197 -0.271
O -0.760 0.798 -2.107
C 0.480 -3.320 3.295
C 2.590 -1.337 0.004

=====

Copy entry 3 word for word.
Below is a cluster of 2 separate species, C2H3BrN2O3 in total at a distorted geometry, with properties calculated with the ωB97M-V functional and the def2-TZVPD basis.

Calculated values
Maximum force (eV Å⁻¹): 2.3
Spin multiplicity: 1
SMILES: O=[N+]([O-])Br.CC#[N+][O-]
Energy above the lowest of the compared OMol25 structures with the same formula, charge and spin (kcal per mole): 71.4
E_HOMO (eV): -9.81
M (g mol⁻¹): 182.961

Each line ends with the Mulliken charge.
CARTESIAN COORDINATES (ANGSTROEM)
H1 -2.719426 0.133083 0.786716  0.28
H2 -2.873867 0.661306 -0.904186  0.29
N1 2.400389 -0.435376 0.723745  0.87
O1 1.429644 -0.497139 1.363422  -0.40
H3 -1.757189 1.505532 0.190288  0.24
O2 0.913648 -1.258566 -1.228572  -0.69
Br1 2.718239 1.598341 0.020410  -0.11
C1 -2.178375 0.529045 -0.071694  -0.91
N2 -0.104548 -0.741415 -0.873791  0.50
C2 -1.107017 -0.360510 -0.442272  0.35
O3 3.278499 -1.134303 0.435929  -0.40

Cartesian forces, eV/Å:
H -0.059 0.083 -0.038
H 0.036 -0.038 0.119
N 0.508 2.174 -0.430
O -0.666 -0.409 0.646
H -0.121 -0.135 0.003
O 1.008 -0.431 -0.634
Br -0.173 -0.921 0.232
C -0.545 0.484 0.229
N -1.504 0.118 0.642
C 0.971 -0.114 -0.608
O 0.545 -0.812 -0.161

=====

- Among the records above, which one has the highest maximum force?
  C5H9NO